(1)
Here is a molecular structure, C27H44LaN3OP3 from the OMol25 dataset. Energies are from ωB97M-V with the def2-TZVPD basis set.

Geometry as ORCA input:
```
! wB97M-V def2-TZVPD RIJCOSX def2/J DEFGRID3
* xyz 3 1
La -0.239 0.648 -0.212
P -1.801 -1.934 -0.181
P 1.632 -1.154 1.325
P 1.483 -1.631 -2.030
H -0.559 6.130 -7.696
C -0.633 5.227 -8.310
C -1.819 4.684 -8.620
H -2.759 5.120 -8.268
C -3.493 -1.465 0.358
C -1.474 -3.402 0.864
C -2.264 -2.661 -1.783
C 3.195 -0.201 1.516
C 1.176 -0.982 3.098
C 2.134 -2.906 1.523
C 0.999 -1.598 -3.797
C 1.724 -3.454 -1.935
C 3.238 -1.132 -2.245
H 0.302 4.815 -8.703
H -1.893 3.809 -9.272
H -3.786 -0.504 -0.090
H -3.525 -1.356 1.446
H -4.184 -2.258 0.059
H -1.176 -3.087 1.873
H -0.654 -3.994 0.437
H -2.380 -4.024 0.933
H -2.622 -1.844 -2.423
H -3.073 -3.387 -1.617
H -1.403 -3.144 -2.257
H 3.698 -0.471 2.453
H 2.950 0.868 1.539
H 3.840 -0.377 0.654
H 2.006 -1.410 3.677
H 0.237 -1.495 3.338
H 1.055 0.076 3.350
H 3.214 -2.954 1.726
H 1.897 -3.508 0.640
H 1.576 -3.325 2.375
H 1.495 -2.428 -4.316
H 1.295 -0.647 -4.249
H -0.087 -1.697 -3.889
H 1.910 -3.848 -2.945
H 0.820 -3.934 -1.538
H 2.579 -3.705 -1.299
H 3.639 -1.546 -3.178
H 3.842 -1.471 -1.398
H 3.278 -0.041 -2.283
C -0.677 1.401 -3.408
C 0.506 2.190 -3.317
C 0.901 2.985 -4.383
C 0.167 2.947 -5.578
C -0.916 2.076 -5.726
C -1.319 1.267 -4.666
O -1.170 0.828 -2.316
H 1.692 0.997 -0.623
H 1.080 2.204 -2.382
H 1.776 3.633 -4.268
H 0.445 3.606 -6.406
H -1.448 2.038 -6.678
H -2.133 0.561 -4.771
N 0.644 0.760 10.822
C 0.265 0.798 9.715
C -0.169 0.869 8.346
C -1.368 1.507 8.002
C -1.686 1.680 6.656
C -0.788 1.295 5.682
C 0.375 0.583 6.008
C 0.650 0.322 7.353
N -1.206 1.520 4.335
C -1.944 0.533 3.663
C -1.500 0.520 2.377
N -0.632 1.601 2.175
C -0.487 2.182 3.380
H -2.055 1.849 8.778
H -2.609 2.154 6.331
H 1.060 0.213 5.249
H 1.506 -0.306 7.623
H -2.611 -0.138 4.154
H -1.781 -0.163 1.588
H 0.044 3.090 3.636
*
```

HOMO energy (spin up / spin down), eV: -15.564 / -15.545
Orbital gap (spin up / spin down), eV: 2.773 / 4.316
Calculated total energy, eV: -63927.8740
Relative energy (zero: lowest compared OMol25 entry of this formula, charge and spin), kJ/mol: 97.50
Lowest unoccupied orbital energy (spin up / spin down), eV: -12.79 / -11.23


(2)
Here is a molecular structure, C31H36F5N6O4PPtS3 from the OMol25 dataset. Energies are from ωB97M-V with the def2-TZVPD basis set.

Geometry as ORCA input:
```
! wB97M-V def2-TZVPD RIJCOSX def2/J DEFGRID3
* xyz 0 3
Pt 0.726 0.365 -0.872
S 7.807 2.761 -0.783
N 7.104 1.567 0.054
C 5.849 1.497 -0.352
C 4.848 0.562 0.142
C 5.070 -0.397 1.097
C 4.021 -1.245 1.483
C 2.780 -1.082 0.904
N 2.538 -0.136 -0.009
C 3.553 0.687 -0.430
C 3.241 1.612 -1.426
N 1.940 1.608 -1.909
C 1.618 2.461 -2.899
C 2.509 3.346 -3.443
C 3.832 3.389 -2.946
C 4.194 2.530 -1.949
C 5.529 2.458 -1.361
N 6.549 3.228 -1.689
H 6.057 -0.490 1.532
H 4.159 -2.013 2.228
H 1.944 -1.703 1.196
H 0.598 2.421 -3.259
H 2.183 4.000 -4.238
H 4.559 4.086 -3.341
C -1.822 -1.253 -4.563
N -0.445 -1.452 -4.108
C 0.469 -0.454 -4.654
C -0.091 -2.177 -3.033
S 1.358 -1.784 -2.181
N -0.807 -3.237 -2.644
C -1.614 -4.049 -3.547
C -0.639 -3.795 -1.299
H -2.018 -0.180 -4.577
H -2.532 -1.710 -3.890
H -1.961 -1.648 -5.571
H 0.148 -0.241 -5.673
H 1.488 -0.829 -4.665
H 0.432 0.465 -4.065
H -1.374 -3.829 -4.582
H -2.684 -3.910 -3.380
H -1.372 -5.096 -3.360
H -0.631 -2.997 -0.560
H 0.283 -4.372 -1.225
H -1.490 -4.448 -1.112
C -4.056 -0.298 3.178
C -2.758 -1.076 3.068
C -2.935 -2.337 2.233
C -2.229 -1.404 4.457
O -1.850 -0.162 2.387
P -0.393 -0.555 1.870
O 0.223 -1.627 2.676
O -0.446 -0.826 0.346
O 0.349 0.852 1.894
C 0.730 1.702 3.004
C -0.383 2.723 3.187
C 0.968 0.901 4.275
C 2.018 2.364 2.537
H -4.804 -0.891 3.706
H -4.441 -0.047 2.190
H -3.893 0.629 3.730
H -3.635 -3.010 2.730
H -1.981 -2.855 2.121
H -3.326 -2.094 1.244
H -2.941 -2.058 4.963
H -2.129 -0.491 5.048
H -1.262 -1.900 4.401
H -1.310 2.224 3.471
H -0.553 3.262 2.254
H -0.113 3.439 3.964
H 0.054 0.415 4.614
H 1.312 1.579 5.057
H 1.721 0.130 4.113
H 1.866 2.839 1.567
H 2.816 1.623 2.442
H 2.330 3.125 3.254
F -6.424 0.249 0.570
C -5.205 0.502 0.091
C -4.446 -0.515 -0.457
F -4.941 -1.759 -0.515
C -3.178 -0.248 -0.938
F -2.500 -1.275 -1.468
C -2.627 1.024 -0.915
S -1.120 1.497 -1.691
C -3.406 2.022 -0.330
F -2.949 3.273 -0.239
C -4.675 1.777 0.162
F -5.389 2.762 0.711
*
```

Expectation value of S²: 2.029
HOMO energy (spin up / spin down), eV: -5.533 / -8.252
Orbital gap (spin up / spin down), eV: 5.327 / 6.625
Calculated total energy, eV: -108494.9982
Relative energy (zero: lowest compared OMol25 entry of this formula, charge and spin), kJ/mol: 0.00
Lowest unoccupied orbital energy (spin up / spin down), eV: -0.21 / -1.63


(3)
Here is a molecular structure, C2HFI2O from the OMol25 dataset. Energies are from ωB97M-V with the def2-TZVPD basis set.

Geometry as ORCA input:
```
! wB97M-V def2-TZVPD RIJCOSX def2/J DEFGRID3
* xyz 0 1
C -0.491 -0.532 -0.680
C -0.142 0.404 0.475
O -1.113 -1.548 -0.359
F -0.538 0.102 1.625
I 2.487 -0.480 0.592
I 0.054 2.449 0.128
H -0.257 -0.395 -1.781
*
```

HOMO energy, eV: -9.401
Orbital gap, eV: 7.035
Calculated total energy, eV: -23054.0415
Relative energy (zero: lowest compared OMol25 entry of this formula, charge and spin), kJ/mol: 100.03
Lowest unoccupied orbital energy, eV: -2.37


(4)
Here is a molecular structure, C4H9N3O from the OMol25 dataset. Energies are from ωB97M-V with the def2-TZVPD basis set.

Geometry as ORCA input:
```
! wB97M-V def2-TZVPD RIJCOSX def2/J DEFGRID3
* xyz 0 1
C 1.220 1.170 -1.198
C 0.785 -1.598 1.335
N -1.075 0.327 1.049
C -0.746 -0.988 -0.642
C 0.475 -0.597 0.259
O -1.754 1.311 0.286
N 1.404 0.113 -0.248
N -1.444 -0.624 -1.546
H -1.204 2.098 0.391
H -1.832 -0.304 1.326
H -2.026 0.226 -1.419
H 1.011 2.126 -0.699
H 2.140 1.303 -1.770
H 0.417 1.004 -1.934
H -0.105 -2.011 1.809
H 1.337 -2.432 0.900
H 1.397 -1.125 2.101
*
```

HOMO energy (spin up / spin down), eV: -8.072 / -8.071
Orbital gap (spin up / spin down), eV: 8.088 / 8.087
Calculated total energy, eV: -10805.7652
Relative energy (zero: lowest compared OMol25 entry of this formula, charge and spin), kJ/mol: 646.12
Lowest unoccupied orbital energy (spin up / spin down), eV: 0.02 / 0.02


(5)
Here is a molecular structure, C25H43Cl2N6O4SiTi from the OMol25 dataset. Energies are from ωB97M-V with the def2-TZVPD basis set.

Geometry as ORCA input:
```
! wB97M-V def2-TZVPD RIJCOSX def2/J DEFGRID3
* xyz 0 2
C 1.881 3.006 2.645
C 0.506 2.976 2.087
H 2.610 3.349 1.898
H 2.175 2.018 2.993
H 1.977 3.690 3.500
C -0.081 4.097 1.623
C 0.649 5.383 1.408
H -1.156 4.153 1.418
H 1.520 5.243 0.733
H 1.018 5.853 2.345
H -0.043 6.103 0.938
Ti 0.694 -0.828 -0.050
Cl 2.688 -2.269 -0.706
C -2.584 -0.912 0.173
O -1.520 -0.681 -0.459
N -3.707 -1.360 -0.405
C -3.677 -1.977 -1.725
C -4.940 -1.508 0.356
H -2.636 -0.735 1.269
H -2.826 -1.626 -2.308
H -4.613 -1.711 -2.234
H -3.640 -3.074 -1.626
H -4.913 -0.876 1.245
H -5.086 -2.552 0.664
H -5.781 -1.200 -0.279
H -0.903 -5.004 -3.766
H 0.202 -6.708 -2.214
C -0.244 -4.213 -3.390
C 0.902 -5.897 -1.979
N 0.233 -4.609 -2.073
H -0.777 -3.268 -3.313
C 0.287 -3.741 -1.070
O -0.015 -2.522 -1.188
H 1.284 -6.034 -0.961
H 0.641 -4.149 -0.104
H 0.600 -4.118 -4.085
H 1.740 -5.950 -2.689
H 1.670 2.660 -0.340
H -0.950 4.068 -1.227
C 1.598 2.864 -1.425
C -0.679 3.559 -2.163
N 0.275 2.483 -1.916
H 2.385 2.295 -1.945
C -0.039 1.200 -2.062
O 0.754 0.247 -1.764
H -1.586 3.147 -2.620
H -1.056 0.997 -2.437
H 1.717 3.940 -1.605
H -0.236 4.298 -2.838
O 0.277 1.042 0.720
C -0.161 1.611 1.908
C -2.309 2.059 0.713
C -1.693 1.695 1.892
H -1.656 2.242 -0.157
C -3.697 2.188 0.633
H 0.160 0.962 2.720
C -2.463 1.301 2.989
H -4.157 2.516 -0.312
C -4.465 1.892 1.764
C -3.859 1.422 2.937
H -1.956 0.900 3.880
H -5.553 2.016 1.718
H -4.455 1.163 3.814
Si 4.231 -0.640 -0.023
Cl 2.418 -0.201 1.399
C 4.482 -0.403 -1.877
C 5.138 -1.998 0.920
C 5.380 0.820 0.559
H 3.570 -0.128 -2.413
H 4.836 -1.345 -2.324
H 5.244 0.352 -2.088
H 5.250 1.739 -0.035
H 6.421 0.479 0.416
H 5.253 1.056 1.629
H 5.377 -2.865 0.291
H 4.544 -2.370 1.758
H 6.088 -1.645 1.331
N 0.074 -1.838 1.552
C -0.775 -2.573 1.947
N -1.598 -3.413 2.426
C -2.652 -3.852 1.755
N -3.610 -4.292 1.231
*
```

Expectation value of S²: 0.753
HOMO energy (spin up / spin down), eV: -7.286 / -8.145
Orbital gap (spin up / spin down), eV: 7.565 / 8.421
Calculated total energy, eV: -99795.1248
Relative energy (zero: lowest compared OMol25 entry of this formula, charge and spin), kJ/mol: 0.00
Lowest unoccupied orbital energy (spin up / spin down), eV: 0.28 / 0.28


(6)
Here is C3H5NO in the gas phase from the OMol25 dataset. Energies are from ωB97M-V with the def2-TZVPD basis set.

Geometry as ORCA input:
```
! wB97M-V def2-TZVPD RIJCOSX def2/J DEFGRID3
* xyz 0 1
O 2.395 -0.110 -0.079
C 1.172 -0.128 0.018
C 0.081 1.048 0.026
C -0.958 -0.244 -0.106
N 0.212 -1.047 0.009
H 0.018 1.461 1.044
H 0.029 1.827 -0.790
H -1.482 -0.382 -1.050
H -1.761 -0.405 0.719
H 0.294 -2.020 0.209
*
```

HOMO energy, eV: -9.729
Orbital gap, eV: 10.659
Calculated total energy, eV: -6728.7380
Relative energy (zero: lowest compared OMol25 entry of this formula, charge and spin), kJ/mol: 80.53
Lowest unoccupied orbital energy, eV: 0.93


(7)
Here is 2 unconnected molecules or ions with the total composition CH2N4O from the OMol25 dataset. Energies are from ωB97M-V with the def2-TZVPD basis set.

Geometry as ORCA input:
```
! wB97M-V def2-TZVPD RIJCOSX def2/J DEFGRID3
* xyz 0 1
N 1.106 -2.540 0.501
N 0.218 -1.927 0.308
O -0.747 -1.329 0.134
N 1.367 0.628 0.718
C 0.526 1.004 0.068
N -0.489 1.357 -0.706
H -1.137 0.595 -0.705
H -0.844 2.213 -0.319
*
```

HOMO energy, eV: -10.635
Orbital gap, eV: 11.297
Calculated total energy, eV: -9074.7359
Relative energy (zero: lowest compared OMol25 entry of this formula, charge and spin), kJ/mol: 150.73
Lowest unoccupied orbital energy, eV: 0.66


(8)
Here is a molecular structure, C22H32BCl3N12OSiTi from the OMol25 dataset. Energies are from ωB97M-V with the def2-TZVPD basis set.

Geometry as ORCA input:
```
! wB97M-V def2-TZVPD RIJCOSX def2/J DEFGRID3
* xyz 1 2
Ti -0.703 -0.364 0.252
C -4.039 -1.759 -2.199
C -3.511 -0.997 -1.161
N -2.207 -1.245 -1.029
N -1.883 -2.199 -1.935
C -2.972 -2.497 -2.666
B -0.414 -2.709 -1.954
N 0.423 -1.476 -2.381
C 0.943 -1.232 -3.592
C 1.228 0.117 -3.688
C 0.833 0.643 -2.466
N 0.346 -0.318 -1.673
N -0.009 -3.177 -0.532
C 0.353 -4.411 -0.147
C 0.559 -4.398 1.219
C 0.298 -3.088 1.605
N -0.035 -2.357 0.539
N -0.194 -3.888 -2.880
C -0.960 -4.988 -3.119
C -0.184 -5.912 -3.767
C 1.077 -5.296 -3.869
N 1.073 -4.096 -3.323
H -5.051 -1.772 -2.561
H -4.000 -0.299 -0.503
H -2.924 -3.188 -3.484
H 1.086 -2.033 -4.294
H 1.659 0.635 -4.525
H 0.868 1.661 -2.116
H 0.450 -5.210 -0.862
H 0.845 -5.224 1.844
H 0.285 -2.644 2.586
H -1.969 -5.078 -2.763
H -0.483 -6.888 -4.107
H 1.981 -5.679 -4.314
C 2.636 0.899 4.534
N 1.589 0.923 3.524
C 0.675 2.051 3.560
C 1.387 -0.103 2.735
O 0.435 -0.217 1.943
H 3.242 1.802 4.463
H 3.274 0.030 4.392
H 2.180 0.848 5.523
H 0.261 2.146 4.563
H -0.138 1.880 2.857
H 1.207 2.967 3.300
H 2.123 -0.910 2.835
C 2.753 4.025 0.610
C 2.806 2.652 -0.027
N 1.582 1.951 0.328
C 0.352 2.542 0.291
N -0.710 1.762 0.334
C -2.028 2.400 0.416
C -2.052 3.690 -0.380
C -0.972 4.600 0.162
N 0.304 3.888 0.263
C 1.495 4.733 0.148
H 3.625 4.617 0.339
H 2.750 3.915 1.696
H 3.646 2.072 0.354
H 2.922 2.732 -1.115
H 1.569 0.954 0.184
H -2.288 2.587 1.464
H -2.776 1.700 0.043
H -3.023 4.177 -0.297
H -1.875 3.477 -1.438
H -1.250 4.984 1.148
H -0.816 5.460 -0.492
H 1.320 5.632 0.741
H 1.601 5.049 -0.896
Cl -4.304 -0.253 4.762
Si -2.616 0.740 4.044
Cl -2.575 -0.599 1.901
Cl -1.078 -0.438 5.053
*
```

Expectation value of S²: 0.752
HOMO energy (spin up / spin down), eV: -10.337 / -10.370
Orbital gap (spin up / spin down), eV: 7.274 / 7.643
Calculated total energy, eV: -112503.4251
Relative energy (zero: lowest compared OMol25 entry of this formula, charge and spin), kJ/mol: 141.38
Lowest unoccupied orbital energy (spin up / spin down), eV: -3.06 / -2.73


(9)
Here is C5H3N3 in the gas phase from the OMol25 dataset. Energies are from ωB97M-V with the def2-TZVPD basis set.

Geometry as ORCA input:
```
! wB97M-V def2-TZVPD RIJCOSX def2/J DEFGRID3
* xyz 0 1
N -3.412 -0.135 0.346
C -2.233 -0.008 -0.010
C -0.782 0.081 -0.211
C -0.051 1.338 -0.208
N 1.351 1.139 0.133
C 1.875 -0.150 0.359
N 1.230 -1.313 -0.153
C -0.090 -1.105 -0.208
H -0.487 2.374 -0.684
H 3.079 -0.168 0.799
H -0.480 -2.052 -0.162
*
```

HOMO energy, eV: -10.335
Orbital gap, eV: 9.430
Calculated total energy, eV: -9700.1520
Relative energy (zero: lowest compared OMol25 entry of this formula, charge and spin), kJ/mol: 257.41
Lowest unoccupied orbital energy, eV: -0.91


(10)
Here is C4H7NO in the gas phase from the OMol25 dataset. Energies are from ωB97M-V with the def2-TZVPD basis set.

Geometry as ORCA input:
```
! wB97M-V def2-TZVPD RIJCOSX def2/J DEFGRID3
* xyz 0 1
C -0.543 1.560 0.161
C -0.569 0.110 -0.310
C -1.563 -0.917 0.084
N -1.657 -2.074 0.006
C 0.658 -0.805 -0.037
O 1.844 -0.042 -0.154
H -1.507 2.034 -0.045
H -0.313 1.665 1.223
H 0.220 2.114 -0.402
H -0.725 0.122 -1.394
H 0.274 -1.766 -0.623
H 0.652 -1.287 0.937
H 2.420 -0.217 0.608
*
```

HOMO energy, eV: -10.564
Orbital gap, eV: 11.054
Calculated total energy, eV: -7796.9607
Relative energy (zero: lowest compared OMol25 entry of this formula, charge and spin), kJ/mol: 258.94
Lowest unoccupied orbital energy, eV: 0.49


(11)
Here is 3 unconnected molecules or ions with the total composition C17H30N2O7S from the OMol25 dataset. Energies are from ωB97M-V with the def2-TZVPD basis set.

Geometry as ORCA input:
```
! wB97M-V def2-TZVPD RIJCOSX def2/J DEFGRID3
* xyz 0 1
C -1.627 3.160 0.159
C -0.298 2.770 -0.761
C -0.779 1.971 -2.114
O -1.354 2.674 -3.125
O -0.662 0.493 -2.317
C 0.696 0.278 -2.899
C 0.718 -0.866 -4.074
C 1.152 -2.366 -3.576
C 2.548 -2.597 -2.748
C 3.919 -2.438 -3.633
O 4.012 -3.361 -4.786
C 0.794 -3.294 -4.879
O -0.658 -3.671 -4.932
S -0.958 -3.952 -3.242
O -0.461 -5.355 -2.719
O -2.498 -3.667 -3.077
O 0.108 -2.733 -2.607
H -2.157 2.148 0.504
H -1.345 3.820 1.109
H -2.379 3.751 -0.540
H 0.498 2.174 -0.109
H 0.215 3.779 -1.115
H 1.465 0.119 -2.032
H 0.975 1.307 -3.433
H -0.406 -0.960 -4.464
H 1.333 -0.491 -5.025
H 2.583 -3.620 -2.135
H 2.585 -1.748 -1.914
H 4.832 -2.725 -2.918
H 4.149 -1.326 -3.981
H 4.222 -4.286 -4.450
H 1.408 -4.300 -4.935
H 1.026 -2.839 -5.957
C -4.560 -0.987 2.458
C -3.242 -1.621 2.025
C -2.055 -1.166 2.876
C -1.887 0.340 2.757
N -1.747 1.590 2.659
H -4.542 0.101 2.345
H -5.384 -1.363 1.842
H -4.783 -1.221 3.506
H -3.061 -1.377 0.972
H -3.334 -2.711 2.092
H -1.138 -1.658 2.535
H -2.211 -1.429 3.928
C 0.445 3.789 6.308
C 1.183 2.616 5.672
C 2.132 3.047 4.551
C 1.343 3.731 3.446
N 0.689 4.298 2.529
H -0.198 4.302 5.585
H -0.198 3.438 7.121
H 1.150 4.519 6.722
H 0.447 1.903 5.282
H 1.758 2.096 6.446
H 2.646 2.173 4.138
H 2.890 3.739 4.933
*
```

HOMO energy, eV: -10.010
Orbital gap, eV: 10.126
Calculated total energy, eV: -46253.4064
Lowest unoccupied orbital energy, eV: 0.12